No. 1
Entry from the Open Molecules 2025 dataset: C30H30IrNO4S4 as an isolated structure (ωB97M-V with the def2-TZVPD basis set).

ORCA input file:
```
! RIJCOSX wB97M-V def2-TZVPD def2/J DEFGRID3
* xyz 2 1
Ir 0.62 1.18 0.53
C 4.86 2.50 -0.81
C 4.01 2.14 0.36
C 2.87 2.88 0.66
C 2.03 2.53 1.74
C 2.41 1.44 2.57
C 3.59 0.76 2.30
C 4.37 1.08 1.20
H 5.71 3.11 -0.49
H 4.29 3.09 -1.54
H 5.26 1.62 -1.30
H 2.68 3.79 0.11
H 1.31 3.25 2.11
H 1.86 1.25 3.48
H 3.91 -0.02 2.98
H 5.28 0.54 1.02
O -1.05 -0.34 0.31
S -2.32 -0.68 1.02
C -1.81 -2.04 2.21
C -0.31 -2.03 2.44
C 0.46 -2.76 1.34
C 1.97 -2.75 1.60
S 2.90 -1.63 0.43
O 1.93 -0.55 0.01
C 2.90 -2.77 -0.98
C 3.77 -3.85 -0.94
C 3.79 -4.74 -1.99
C 2.95 -4.54 -3.08
C 2.09 -3.45 -3.12
C 2.07 -2.55 -2.06
C -3.22 -1.63 -0.23
C -2.52 -2.20 -1.28
C -3.22 -2.87 -2.27
C -4.60 -2.94 -2.21
C -5.29 -2.39 -1.14
C -4.60 -1.72 -0.14
H -2.16 -2.99 1.82
H -2.35 -1.78 3.12
H -0.11 -2.52 3.40
H 0.04 -0.99 2.51
H 0.26 -2.28 0.38
H 0.11 -3.79 1.27
H 2.42 -3.73 1.47
H 2.20 -2.39 2.60
H 4.43 -3.98 -0.09
H 4.45 -5.59 -1.97
H 2.97 -5.23 -3.91
H 1.45 -3.29 -3.97
H 1.43 -1.68 -2.08
H -1.44 -2.09 -1.32
H -2.68 -3.32 -3.09
H -5.15 -3.42 -3.01
H -6.37 -2.45 -1.10
H -5.12 -1.26 0.68
O -2.76 2.34 2.63
S -2.74 2.48 1.22
O -3.38 1.42 0.46
N -1.14 2.50 0.68
C -1.03 3.38 -0.30
S 0.32 3.17 -1.29
C -2.11 4.34 -0.42
C -2.19 5.45 -1.24
C -3.34 6.23 -1.18
C -4.37 5.92 -0.31
C -4.29 4.82 0.54
C -3.15 4.05 0.47
H -1.38 5.71 -1.91
H -3.42 7.10 -1.82
H -5.27 6.53 -0.30
H -5.08 4.59 1.23
*
```

- LUMO energy (spin up / spin down): -8.547 / -8.648 eV
- Energy relative to the best compared isomer or geometry (same formula, charge and spin): 76.1 kcal/mol
- Kohn-Sham gap (spin up / spin down): 5.375 / 5.276 eV

No. 2
Entry from the Open Molecules 2025 dataset: a 6-piece molecular cluster, C14H41O7 overall (ωB97M-V with the def2-TZVPD basis set).

ORCA input file:
```
! RIJCOSX wB97M-V def2-TZVPD def2/J DEFGRID3
* xyz 1 1
O -0.57 0.25 0.49
H -0.02 1.07 0.46
H 0.14 -0.46 0.06
H -1.47 0.54 -0.01
C -0.42 -1.57 -2.64
C -1.11 -2.98 -2.18
O -0.58 -3.98 -3.03
O -1.16 -0.44 -2.14
H -0.63 -1.67 -3.66
H 0.55 -1.60 -2.34
H -2.21 -3.01 -2.06
H -0.88 -3.13 -1.21
H -1.29 -4.59 -2.98
H -1.13 0.24 -2.83
C -4.49 2.07 -1.15
C -3.63 2.02 0.07
C -3.78 0.63 0.85
O -2.20 2.06 -0.35
H -5.64 2.01 -0.93
H -4.36 1.17 -1.68
H -4.25 2.92 -1.76
H -3.55 2.79 0.69
H -3.47 -0.04 0.07
H -4.84 0.58 1.02
H -3.17 0.64 1.76
H -2.09 2.98 -1.06
C 0.80 2.40 -2.02
C 1.93 1.28 -2.36
C 3.25 1.96 -2.60
O 1.94 0.48 -1.18
H 0.79 3.03 -2.82
H 1.16 2.96 -1.09
H -0.04 1.94 -1.95
H 1.59 0.51 -3.21
H 3.93 2.31 -1.72
H 3.17 2.90 -3.26
H 3.77 1.19 -3.08
H 2.93 0.19 -1.17
C 0.51 1.36 4.05
C 1.50 1.88 2.96
C 2.53 1.01 2.34
O 0.64 2.32 1.90
H -0.22 1.99 4.62
H 1.01 0.74 4.77
H -0.25 0.62 3.38
H 1.97 2.73 3.43
H 3.21 0.68 3.12
H 3.28 1.40 1.48
H 2.14 0.15 1.93
H 0.26 3.16 2.19
C 0.31 -2.80 2.42
C 1.43 -2.68 1.44
C 1.78 -4.11 0.83
O 1.11 -1.81 0.28
H 0.48 -3.55 3.14
H -0.65 -3.10 1.92
H 0.06 -2.04 2.93
H 2.44 -2.42 1.99
H 2.26 -4.73 1.81
H 2.42 -3.93 -0.02
H 1.02 -4.63 0.45
H 1.80 -1.83 -0.35
*
```

- LUMO energy: -2.210 eV
- Energy relative to the best compared isomer or geometry (same formula, charge and spin): 0.0 kcal/mol
- Kohn-Sham gap: 10.491 eV

No. 3
Entry from the Open Molecules 2025 dataset: C4H9Cl in the gas phase (ωB97M-V with the def2-TZVPD basis set).

ORCA input file:
```
! RIJCOSX wB97M-V def2-TZVPD def2/J DEFGRID3
* xyz 0 1
C 0.06 -1.33 0.58
C -0.10 0.15 0.30
C -1.35 0.43 -0.52
C 1.17 0.79 -0.15
Cl 1.92 0.26 -1.71
H 0.09 -1.96 -0.32
H 1.00 -1.48 1.13
H -0.72 -1.73 1.23
H -0.22 0.65 1.28
H -2.21 0.35 0.14
H -1.27 1.48 -0.92
H -1.36 -0.27 -1.36
H 0.96 1.87 -0.25
H 2.02 0.78 0.60
*
```

- LUMO energy: 0.970 eV
- Energy relative to the best compared isomer or geometry (same formula, charge and spin): 6.9 kcal/mol
- SMILES string: CC(C)CCl
- Kohn-Sham gap: 11.498 eV

- The highest energy relative to the best compared isomer or geometry (same formula, charge and spin) belongs to which entry?
  C30H30IrNO4S4